Density functional theory data (wB97M-V/def2-TZVPD) for a cluster of 5 separate species, C16H36NO5P in total.

Cartesian coordinates (Å):
N (1.2460, -0.1275, 6.0318)
P (2.3652, 0.9437, 5.3408)
O (1.9376, 0.9188, 3.7381)
H (0.3149, 0.2052, 6.2359)
H (1.6039, -0.6266, 6.8319)
H (1.6708, 2.1548, 5.5832)
H (2.6553, 0.5623, 3.2074)
C (-0.9592, -2.1717, 3.0747)
C (-1.0042, -0.6533, 2.9130)
C (-0.7159, -0.5019, 1.4271)
O (-1.2682, -1.6555, 0.7914)
C (-1.6055, -2.6365, 1.7749)
H (-1.4847, -2.5320, 3.9579)
H (0.0771, -2.5108, 3.1324)
H (-2.0031, -0.2739, 3.1425)
H (-0.2732, -0.1262, 3.5200)
H (0.3644, -0.4653, 1.2415)
H (-1.1679, 0.3880, 0.9851)
H (-2.6952, -2.6877, 1.8745)
H (-1.2455, -3.6074, 1.4318)
C (-1.6319, -0.3964, -3.6119)
C (-1.0006, -0.5952, -2.2353)
C (0.1383, 0.4140, -2.2796)
O (-0.3150, 1.4943, -3.0969)
C (-1.5049, 1.1117, -3.7883)
H (-2.6634, -0.7406, -3.6725)
H (-1.0512, -0.9181, -4.3754)
H (-1.7089, -0.3447, -1.4445)
H (-0.6538, -1.6102, -2.0475)
H (1.0378, -0.0253, -2.7274)
H (0.4030, 0.8100, -1.2974)
H (-2.3636, 1.6315, -3.3490)
H (-1.4127, 1.4216, -4.8302)
C (-1.0676, 3.3072, 1.8075)
C (-1.1394, 4.8329, 1.7622)
C (-2.0153, 5.1304, 2.9732)
O (-1.7368, 4.1056, 3.9276)
C (-0.9931, 3.0547, 3.3080)
H (-0.2130, 2.8950, 1.2723)
H (-1.9789, 2.8729, 1.3901)
H (-0.1445, 5.2619, 1.8964)
H (-1.5589, 5.2213, 0.8353)
H (-3.0774, 5.0992, 2.7059)
H (-1.8052, 6.0974, 3.4320)
H (0.0443, 3.0833, 3.6582)
H (-1.4290, 2.1003, 3.6055)
C (3.0305, -2.2963, -4.1396)
C (1.6043, -2.4329, -4.6709)
C (1.7432, -3.6249, -5.6093)
O (2.7554, -4.4587, -5.0451)
C (3.4428, -3.7575, -4.0092)
H (3.0926, -1.7576, -3.1948)
H (3.6602, -1.7843, -4.8696)
H (0.9186, -2.6676, -3.8534)
H (1.2415, -1.5391, -5.1772)
H (2.0535, -3.3029, -6.6093)
H (0.8269, -4.2088, -5.7050)
H (3.1452, -4.1631, -3.0359)
H (4.5143, -3.9178, -4.1353)

Calculated values
HOMO = -9.41 eV
total charge = 0
SMILES = C1CCOC1.C1CCOC1.C1CCOC1.C1CCOC1.NPO
M = 353.4 g mol⁻¹
lowest unoccupied orbital energy = 0.5 eV
calculated total energy = -38191.0845 eV
spin multiplicity = 1

Density functional theory data (wB97M-V/def2-TZVPD) for a structure of composition O6V3.

Cartesian coordinates (Å):
O (-13.8854, 3.0846, -4.9220)
V (-12.5055, 3.3074, -5.6094)
O (-12.1261, 2.0563, -6.5249)
O (-14.3842, 0.9773, -6.8244)
V (-14.8258, 1.3749, -8.3092)
O (-14.2434, 0.3110, -9.4609)
O (-16.4508, 3.0632, -5.8831)
V (-17.1282, 4.3962, -5.4540)
O (-18.4657, 4.7707, -6.2740)

Calculated values
HOMO = -23.36 eV
total charge = +3
energy above the lowest of the compared OMol25 structures with the same formula, charge and spin = 77.99 kcal/mol
M = 248.8 g mol⁻¹
lowest unoccupied orbital energy = -15.4 eV
calculated total energy = -89305.4775 eV
spin multiplicity = 1

Density functional theory data (wB97M-V/def2-TZVPD) for a cluster of 14 separate species, C58H142N8O30 in total.

Cartesian coordinates (Å):
C (3.6862, -4.7886, 1.9200)
O (2.3599, -4.5334, 1.9986)
C (1.6446, -4.7429, 0.7929)
C (0.1737, -4.5331, 1.0670)
N (-0.4671, -5.7083, 1.9139)
H (0.1566, -6.4943, 2.0295)
H (-0.8115, -5.4057, 2.8139)
C (-1.7911, -6.0448, 1.3166)
C (-2.4934, -7.0172, 2.1873)
O (-2.3985, -6.6246, 3.5504)
C (-2.9178, -7.6114, 4.4330)
H (4.1026, -5.1665, 2.8538)
H (4.2548, -3.8889, 1.6847)
H (3.8176, -5.5747, 1.1765)
H (1.7386, -5.7792, 0.4685)
H (2.0500, -4.1511, -0.0278)
H (-0.2649, -4.3187, 0.0925)
H (0.0331, -3.6206, 1.6465)
H (-1.5332, -6.4866, 0.3541)
H (-2.2321, -5.0602, 1.1608)
H (-2.1927, -8.0526, 2.0272)
H (-3.5716, -7.0191, 2.0274)
H (-2.9576, -7.3033, 5.4778)
H (-2.3646, -8.5496, 4.3910)
H (-3.8768, -7.9429, 4.0346)
C (2.8882, 6.2846, -1.1285)
O (1.5934, 6.2648, -1.7428)
C (0.6846, 5.4649, -0.9836)
C (-0.6380, 5.5226, -1.7674)
N (-0.5673, 4.9071, -3.1348)
H (-1.5041, 5.1577, -3.4170)
H (0.1899, 5.2655, -3.6990)
C (-0.5140, 3.3781, -3.1013)
C (-0.5820, 2.7850, -4.5193)
O (0.4744, 3.3513, -5.2560)
C (0.4525, 2.7952, -6.5774)
H (2.9646, 7.1503, -0.4706)
H (3.5313, 6.5921, -1.9531)
H (3.1219, 5.3373, -0.6426)
H (0.5251, 5.9637, -0.0277)
H (0.9071, 4.4202, -0.7662)
H (-0.9823, 6.5264, -2.0163)
H (-1.3812, 5.0221, -1.1468)
H (-1.3563, 2.9529, -2.5556)
H (0.4542, 3.1757, -2.6435)
H (-1.5693, 2.8271, -4.9791)
H (-0.5006, 1.6981, -4.5101)
H (1.0970, 3.4256, -7.1900)
H (-0.5597, 2.7851, -6.9817)
H (0.8409, 1.7909, -6.4081)
C (-0.4050, 2.4749, 7.5938)
O (-1.3526, 1.6457, 6.9901)
C (-1.4517, 1.7270, 5.5894)
C (-2.8671, 1.4988, 5.1310)
N (-3.4448, 0.1151, 5.4836)
H (-4.1806, -0.0376, 4.8088)
H (-2.7851, -0.6364, 5.3412)
C (-3.9608, 0.0212, 6.9625)
C (-4.9974, -1.0664, 7.2079)
O (-5.9769, -1.0078, 6.2353)
C (-7.0036, -1.9056, 6.2645)
H (0.5676, 2.2671, 7.1478)
H (-0.3472, 2.3395, 8.6738)
H (-0.4797, 3.5478, 7.4165)
H (-0.8198, 0.9994, 5.0801)
H (-1.1860, 2.7261, 5.2440)
H (-2.9826, 1.4808, 4.0473)
H (-3.4407, 2.2718, 5.6424)
H (-4.1827, 1.0271, 7.3188)
H (-3.1230, -0.3407, 7.5585)
H (-5.3953, -0.9384, 8.2146)
H (-4.4715, -2.0210, 7.2248)
H (-7.6179, -1.9349, 5.3645)
H (-7.6106, -1.6969, 7.1454)
H (-6.6111, -2.9168, 6.1581)
C (-5.9872, -0.2353, -4.0218)
O (-5.3085, 0.4303, -2.9199)
C (-5.2301, -0.3858, -1.7530)
C (-4.4096, 0.3886, -0.7717)
N (-4.9595, 1.7975, -0.5565)
H (-4.2830, 2.3663, -0.0676)
H (-5.0993, 2.3138, -1.4132)
C (-6.1938, 1.8443, 0.3161)
C (-7.0444, 3.0209, 0.1740)
O (-7.4931, 3.2086, -1.1137)
C (-8.3521, 4.2792, -1.2862)
H (-5.5898, -1.2286, -4.2303)
H (-5.7800, 0.3728, -4.9024)
H (-6.9938, -0.5429, -3.7387)
H (-4.6826, -1.2974, -1.9924)
H (-6.1488, -0.7935, -1.3313)
H (-3.3620, 0.5488, -1.0265)
H (-4.5312, -0.1950, 0.1409)
H (-5.7264, 1.7699, 1.2980)
H (-6.7409, 0.9176, 0.1426)
H (-6.5652, 3.9228, 0.5548)
H (-7.8983, 2.9226, 0.8443)
H (-8.3829, 4.4671, -2.3595)
H (-7.8797, 5.1986, -0.9404)
H (-9.2805, 4.2144, -0.7188)
C (-2.0290, -0.6330, -3.8250)
O (-1.5968, -0.3899, -5.2099)
C (-0.6171, -1.2161, -5.6476)
C (-0.6498, -1.7041, -7.1254)
N (-0.8474, -0.6574, -8.2576)
H (-0.0378, -0.0540, -8.2824)
H (-0.6901, -1.1037, -9.1498)
C (-2.2253, 0.0299, -8.2856)
C (-2.2774, 1.0216, -9.4069)
O (-1.3731, 2.1033, -9.1552)
C (-1.2426, 3.0055, -10.2501)
H (-1.1314, -0.6108, -3.2070)
H (-2.4428, -1.6359, -3.7200)
H (-2.7020, 0.1752, -3.5386)
H (-0.3724, -2.0262, -4.9606)
H (0.2231, -0.5302, -5.5390)
H (-1.4362, -2.4581, -7.1581)
H (0.2324, -2.2391, -7.4770)
H (-2.3046, 0.6133, -7.3682)
H (-3.0086, -0.7276, -8.2613)
H (-3.2500, 1.4668, -9.1973)
H (-2.2559, 0.6420, -10.4284)
H (-1.0671, 2.3914, -11.1334)
H (-0.3591, 3.6206, -10.0790)
H (-2.1778, 3.5630, -10.3016)
C (8.1575, 1.8985, -1.3864)
O (7.0638, 1.3758, -2.0756)
C (7.3623, 0.9284, -3.3886)
C (6.3284, 0.0428, -3.8075)
N (6.2093, -1.1798, -2.9345)
H (7.1077, -1.6401, -2.9675)
H (5.9285, -1.0434, -1.9740)
C (5.2959, -2.3019, -3.3211)
C (3.8799, -1.8418, -3.1592)
O (3.5103, -0.9141, -4.1545)
C (3.2246, -1.5092, -5.4058)
H (7.7512, 2.4001, -0.5081)
H (8.7125, 2.6172, -1.9894)
H (8.7427, 1.0738, -0.9796)
H (8.3757, 0.5585, -3.5449)
H (7.4279, 1.9049, -3.8685)
H (6.5506, -0.3697, -4.7916)
H (5.3641, 0.5499, -3.7760)
H (5.4378, -3.0099, -2.5046)
H (5.6233, -2.8128, -4.2266)
H (3.5900, -1.3108, -2.2525)
H (3.2689, -2.7310, -3.3141)
H (2.8794, -0.7262, -6.0810)
H (2.3640, -2.1539, -5.2276)
H (4.0799, -1.9310, -5.9337)
C (-1.5093, -1.0246, 1.5654)
O (-0.1738, -0.8147, 1.2409)
C (0.2370, -0.8020, -0.1424)
C (1.7077, -0.3428, -0.3757)
N (1.8943, 1.0141, 0.3523)
H (1.2129, 1.6616, -0.0173)
H (1.3700, 0.9724, 1.2145)
C (3.1902, 1.7767, 0.5521)
C (3.8470, 2.0955, -0.8303)
O (2.9597, 2.7148, -1.6562)
C (3.4865, 3.0547, -2.9414)
H (-1.7667, -2.0820, 1.5044)
H (-2.1884, -0.5838, 0.8356)
H (-1.8435, -0.7252, 2.5588)
H (-0.3934, -0.2270, -0.8207)
H (-0.0182, -1.8268, -0.4122)
H (2.0255, -0.2117, -1.4100)
H (2.2744, -1.1182, 0.1397)
H (3.8984, 1.2787, 1.2144)
H (2.9226, 2.6197, 1.1892)
H (4.2840, 1.2259, -1.3211)
H (4.6728, 2.7858, -0.6581)
H (2.7945, 3.7786, -3.3717)
H (3.6208, 2.2220, -3.6319)
H (4.3969, 3.6540, -2.9535)
C (3.5692, -2.9016, 7.4096)
O (2.3022, -3.1897, 6.8056)
C (1.2795, -2.2048, 6.8644)
C (1.5641, -0.9437, 6.0589)
N (1.0704, -1.1100, 4.6027)
H (0.0930, -1.3640, 4.5911)
H (1.2360, -0.2206, 4.1536)
C (1.9228, -2.0493, 3.6790)
C (3.3627, -1.5059, 3.3558)
O (4.2243, -1.5000, 4.4856)
C (5.4411, -0.8121, 4.3346)
H (3.5519, -3.1489, 8.4710)
H (3.9669, -1.9365, 7.0957)
H (4.2995, -3.5782, 6.9659)
H (1.1891, -1.8604, 7.8946)
H (0.3086, -2.6824, 6.7333)
H (2.5932, -0.5922, 5.9847)
H (1.1031, -0.0469, 6.4729)
H (1.2574, -2.1607, 2.8229)
H (1.9561, -2.8963, 4.3643)
H (3.4146, -0.5192, 2.8956)
H (3.9486, -2.1341, 2.6848)
H (5.1753, 0.1853, 3.9842)
H (6.1708, -1.3303, 3.7125)
H (5.9372, -0.7202, 5.3008)
C (-5.0668, -2.2800, 3.1527)
C (-5.6461, -0.9209, 2.7533)
O (-5.3332, 0.1699, 3.3224)
O (-6.3846, -1.0033, 1.7675)
H (-4.3177, -2.7432, 2.5104)
H (-5.8288, -3.0008, 3.4490)
H (-4.5518, -2.0330, 4.0811)
C (4.0559, 3.1635, -6.5118)
C (5.2324, 2.4020, -7.0314)
O (5.3272, 2.1666, -8.2503)
O (6.0016, 1.9101, -6.1888)
H (4.3047, 3.9443, -5.7932)
H (3.2281, 2.6158, -6.0615)
H (3.5612, 3.7889, -7.2549)
C (1.2518, 3.8319, 3.4910)
C (1.5461, 2.3916, 3.9344)
O (1.9094, 2.1273, 5.0850)
O (1.2162, 1.4894, 3.2442)
H (0.2851, 3.9765, 3.0086)
H (2.0250, 4.1418, 2.7881)
H (1.3273, 4.4472, 4.3875)
C (-2.8654, -4.0804, 5.5634)
C (-1.7319, -3.2273, 4.9247)
O (-0.8125, -3.7310, 4.2868)
O (-1.8359, -2.0220, 5.0207)
H (-3.4433, -4.4932, 4.7365)
H (-3.4943, -3.4638, 6.2056)
H (-2.4495, -4.8732, 6.1852)
O (6.6439, 0.6243, 1.3051)
C (6.4030, -0.3776, 0.4647)
O (7.4270, -1.0085, 0.2007)
O (5.2985, -0.7318, -0.0017)
H (7.5834, 0.4279, 1.3281)
O (-1.6754, 2.1970, 1.8860)
C (-1.5151, 2.7466, 0.7098)
O (-2.5196, 3.1993, 0.1857)
O (-0.4426, 2.6677, 0.1289)
H (-0.8158, 1.7949, 2.0314)

Calculated values
HOMO = -9.52 eV
total charge = +2
M = 1431.8 g mol⁻¹
lowest unoccupied orbital energy = -4.5 eV
calculated total energy = -135767.2881 eV
spin multiplicity = 1

Density functional theory data (wB97M-V/def2-TZVPD) for the molecule C14H17ClN2O4.

Cartesian coordinates (Å):
C (1.6646, -2.5803, -3.9244)
C (1.9547, -1.2552, -3.2337)
H (3.0134, -1.1667, -2.9789)
H (1.6546, -0.4224, -3.8781)
O (1.2654, -1.1494, -1.9893)
C (-0.0281, -0.7498, -2.0526)
O (-0.5717, -0.4768, -3.0921)
C (-0.6282, -0.6765, -0.7118)
C (0.1771, -0.7070, 0.3952)
N (-0.2608, -0.6506, 1.6532)
N (0.5771, -0.5863, 2.7519)
C (1.3385, 0.5526, 2.9857)
C (2.4375, 0.4671, 3.8386)
C (3.1573, 1.6081, 4.1387)
C (2.8163, 2.8388, 3.6011)
C (1.7255, 2.9120, 2.7516)
C (0.9862, 1.7869, 2.4418)
H (0.1364, 1.8610, 1.7813)
H (1.4477, 3.8636, 2.3252)
H (3.3925, 3.7166, 3.8430)
Cl (4.5165, 1.4857, 5.2002)
H (2.7212, -0.4819, 4.2671)
H (1.0322, -1.4619, 2.9868)
H (-1.2691, -0.5148, 1.7804)
H (1.2491, -0.7914, 0.2629)
C (-2.0782, -0.5307, -0.5504)
O (-2.6122, -0.3782, 0.5413)
O (-2.7614, -0.6109, -1.6819)
C (-4.1759, -0.4508, -1.6097)
C (-4.5662, 1.0206, -1.5903)
H (-5.6482, 1.1127, -1.6230)
H (-4.1990, 1.4909, -0.6813)
H (-4.1365, 1.5282, -2.4501)
H (-4.5489, -0.9553, -0.7114)
H (-4.5585, -0.9455, -2.5044)
H (0.6083, -2.6410, -4.1734)
H (1.9229, -3.4105, -3.2712)
H (2.2476, -2.6508, -4.8383)

Calculated values
HOMO = -8.68 eV
total charge = 0
energy above the lowest of the compared OMol25 structures with the same formula, charge and spin = 41.27 kcal/mol
SMILES = CCOC(=O)C(=CNNc1cccc(Cl)c1)C(=O)OCC
M = 312.8 g mol⁻¹
lowest unoccupied orbital energy = 0.5 eV
calculated total energy = -38486.4121 eV
spin multiplicity = 1